Molecular formula: C9H14
Method: DFT, the ωB97M-V functional and the def2-TZVPD basis

Calculated values
Total charge = 0
Frontier orbital gap = 9.97 eV
DFT total energy = -351.29833 a.u.
Highest occupied orbital energy = -0.330 Ha
Structure (SMILES) = Cc1ccccc1.CC
Molar mass = 122.2 g mol⁻¹

Last column: natural (NBO) charge in e.
Atoms and positions in Å:
H (-1.240, 1.636, -1.784)  0.21
C (1.420, 0.166, 1.338)  -0.19
H (-0.303, 2.580, -0.585)  0.21
H (2.723, -1.534, -1.280)  0.21
C (-1.597, -1.791, -0.014)  -0.64
C (-1.129, 2.612, -1.310)  -0.62
C (2.044, -1.271, -0.494)  -0.20
H (-0.568, 0.118, 1.923)  0.21
H (-3.190, 3.391, -0.688)  0.21
C (0.136, -0.350, 1.246)  -0.24
H (1.669, 1.001, 1.979)  0.21
H (0.401, -2.378, -1.455)  0.21
C (0.737, -1.726, -0.673)  -0.21
H (-2.316, -1.458, 0.748)  0.21
C (-0.206, -1.276, 0.292)  0.00
H (-2.166, 3.374, 0.533)  0.20
H (3.443, -0.062, 0.506)  0.21
C (-2.344, 2.752, -0.368)  -0.62
H (-2.676, 1.795, 0.006)  0.20
H (-1.678, -2.853, -0.236)  0.22
H (-0.922, 3.463, -1.948)  0.21
H (-2.005, -1.342, -0.913)  0.22
C (2.411, -0.390, 0.523)  -0.23